This record from the OMol25 dataset describes an isolated molecule of C6H4ClF at a distorted geometry. The level of theory is ωB97M-V/def2-TZVPD.

XYZ file:
```
12
Properties=species:S:1:pos:R:3:forces:R:3
C -2.6324 -0.2506 -0.3094 8.223 0.715 0.981
C -1.3353 -0.2139 -0.1516 -7.392 -0.388 -1.001
C 0.1070 -0.4432 0.0143 -2.472 -2.105 -0.209
C 0.3490 -1.8221 0.0253 -1.325 0.229 -1.024
F 1.4796 -2.4991 0.2952 -1.024 0.758 -0.181
C 0.9900 0.6982 0.0122 3.568 2.650 0.486
C 0.9562 2.0920 0.2584 -4.494 -5.519 0.948
Cl 2.5938 -0.1200 -0.3985 -0.232 1.795 0.115
H -3.6628 -0.0260 -0.4916 0.127 -0.209 0.060
H -0.4967 -2.5358 -0.3701 1.720 1.527 1.320
H -0.0875 2.3591 0.7050 1.912 -0.067 -1.138
H 1.7390 2.7612 0.4107 1.389 0.612 -0.356
```
Positions in Å, forces in eV/Å.

## Properties
DFT total energy   -790.8991 hartree
Energy above the lowest of the compared OMol25 structures with the same formula, charge and spin   123.9 kcal per mole
2S+1   1
LUMO   -0.4554 eV
Orbital gap   8.463 eV
HOMO energy   -8.9 eV
SMILES   C#C/C(=C/F)C(=C)Cl

***

This record from the OMol25 dataset describes a structure of composition C8H17GaN3OS. The level of theory is ωB97M-V/def2-TZVPD.

XYZ file:
```
31
Properties=species:S:1:pos:R:3:forces:R:3
C 5.0627 1.5966 0.6174 0.058 0.299 -0.289
C 4.3161 2.5648 -0.2907 0.113 -0.208 -0.001
S 2.5358 2.2808 -0.3674 -0.014 -0.081 -0.156
C 1.9699 2.4929 1.3086 -0.313 -0.060 -0.308
Ga -0.0629 2.4501 1.3441 0.425 0.534 0.513
N -0.8116 4.0538 0.6108 -0.063 -0.418 0.180
O -0.7103 0.9683 0.2112 -0.616 -0.126 0.124
C -1.9670 0.8365 0.2889 0.875 0.099 -0.222
N -3.1220 0.7245 0.3394 -0.360 -0.214 -0.015
H 5.2154 0.6602 0.0952 -0.047 -0.323 0.053
H 4.5189 1.4162 1.5359 -0.061 -0.050 0.209
H 6.0383 2.0076 0.8642 0.219 -0.015 0.130
H 4.5476 3.5958 -0.0405 -0.156 0.235 0.205
H 4.6605 2.4189 -1.3108 0.037 0.052 -0.244
H 2.4022 1.7697 1.9928 -0.006 -0.253 0.030
H 2.2110 3.4878 1.6748 0.030 0.259 0.002
H -0.5591 2.1517 2.8306 -0.104 -0.058 -0.074
H -1.6516 4.2228 1.1546 -0.090 0.145 -0.030
H -1.1530 3.8926 -0.3305 0.083 0.090 -0.137
C -3.5952 -3.0693 -2.0513 -0.024 -0.047 0.033
C -3.0363 -2.9792 -0.6373 -0.053 0.126 -0.128
C -1.8436 -3.9140 -0.4053 -0.119 0.108 0.022
C -2.2027 -5.3178 -0.6005 0.089 0.152 0.026
N -2.5047 -6.4126 -0.7576 -0.075 -0.271 -0.037
H -3.9808 -4.0678 -2.2675 0.035 -0.019 -0.007
H -4.4133 -2.3615 -2.1784 0.015 0.035 -0.005
H -2.8286 -2.8325 -2.7918 0.005 0.009 -0.009
H -3.8226 -3.2097 0.0828 0.024 -0.009 0.052
H -2.7176 -1.9552 -0.4382 0.005 -0.014 0.078
H -1.4632 -3.8004 0.6097 0.052 0.012 0.005
H -1.0320 -3.6720 -1.0930 0.035 0.010 0.001
```
Positions in Å, forces in eV/Å.

## Properties
DFT total energy   -2877.5875 hartree
Net charge   -1
2S+1   1
LUMO   2.9675 eV
Orbital gap   8.289 eV
HOMO energy   -5.3 eV

***

This record from the OMol25 dataset describes a structure of composition C3HN3O3 at a distorted geometry. The level of theory is ωB97M-V/def2-TZVPD.

XYZ file:
```
10
Properties=species:S:1:pos:R:3:forces:R:3
C 0.5399 0.3106 -1.4679 -1.273 -0.833 2.373
C -0.7071 0.6731 -0.6942 0.988 -1.173 0.179
C -0.3164 -0.3084 1.6631 0.899 0.901 1.875
N 1.2472 -0.5946 -0.8880 0.757 0.848 -0.089
N -0.6582 -0.3412 0.2872 0.269 -0.957 2.040
N 0.5037 -1.1279 0.1106 -1.139 -1.429 -2.792
O -1.5453 1.4952 -0.7968 -0.480 0.959 -0.420
O -0.6987 0.1801 2.6746 0.199 -0.889 -1.640
O 0.8940 -1.0964 1.4434 -1.299 1.583 0.757
H 0.7408 0.8095 -2.3322 1.079 0.990 -2.284
```
Positions in Å, forces in eV/Å.

## Properties
DFT total energy   -504.7723 hartree
Energy above the lowest of the compared OMol25 structures with the same formula, charge and spin   35.6 kcal per mole
2S+1   1
LUMO   -0.8726 eV
Orbital gap   9.526 eV
HOMO energy   -10.4 eV

***

This record from the OMol25 dataset describes a structure of composition C7H8 at a distorted geometry. The level of theory is ωB97M-V/def2-TZVPD.

XYZ file:
```
15
Properties=species:S:1:pos:R:3:forces:R:3
C -1.6927 0.8478 -0.2329 -1.584 1.848 0.370
C -1.6862 1.6664 0.7460 -0.355 -0.577 -0.652
C -1.2249 0.0089 -1.2716 0.536 -0.017 -0.608
C 0.0468 0.0264 -0.7952 -1.286 0.466 -0.657
C -0.1846 0.8657 0.4472 2.978 -2.027 3.440
C 1.2385 -0.6936 -1.2911 0.434 0.174 1.204
C -0.0480 -0.2284 1.8154 4.462 1.895 -4.071
H -1.7584 -0.3342 -2.1657 0.433 -0.131 0.618
H 0.6235 1.6752 0.6088 -1.663 -1.063 -0.472
H 1.8458 -1.0013 -0.3850 -0.818 -0.460 -1.052
H 1.9897 -0.0723 -1.8340 -0.978 -0.471 -0.220
H 0.6745 -1.4831 -1.8339 1.748 -0.070 -0.080
H -0.8849 -0.6587 2.1722 -3.246 -0.927 0.761
H 0.3886 0.4732 2.5023 0.272 -0.334 0.768
H 0.6725 -1.0920 1.5177 -0.933 1.692 0.650
```
Positions in Å, forces in eV/Å.

## Properties
DFT total energy   -271.2820 hartree
Energy above the lowest of the compared OMol25 structures with the same formula, charge and spin   156.5 kcal per mole
2S+1   1
LUMO   0.8677 eV
Orbital gap   9.587 eV
HOMO energy   -8.7 eV

***

This record from the OMol25 dataset describes a cluster of 2 separate species, CCl3F2N in total at a distorted geometry. The level of theory is ωB97M-V/def2-TZVPD.

XYZ file:
```
7
Properties=species:S:1:pos:R:3:forces:R:3
F -0.1883 -1.1459 1.5449 -0.854 0.665 -0.450
N -0.6485 0.1547 1.2910 0.814 -0.408 1.681
C -1.1423 0.3014 0.1633 0.219 -1.260 -2.656
F -1.4127 1.4760 -0.2943 -0.491 1.988 0.904
Cl -1.3821 -0.7294 -1.1919 0.196 -1.016 0.618
Cl 2.4299 0.5236 -1.6055 -0.020 -0.400 0.623
Cl 2.3440 -0.5804 0.0925 0.135 0.432 -0.719
```
Positions in Å, forces in eV/Å.

## Properties
DFT total energy   -1673.0366 hartree
Energy above the lowest of the compared OMol25 structures with the same formula, charge and spin   6.2 kcal per mole
2S+1   1
LUMO   -1.2541 eV
Orbital gap   9.830 eV
HOMO energy   -11.1 eV
SMILES   F/N=C(/F)Cl.ClCl

***

This record from the OMol25 dataset describes a structure of composition C31H24F3N2O5PSSn at a distorted geometry. The level of theory is ωB97M-V/def2-TZVPD.

XYZ file:
```
68
Properties=species:S:1:pos:R:3:forces:R:3
Sn 0.7773 -1.4760 -2.6418 -0.285 0.117 0.000
O -0.8482 -0.2646 -3.5258 0.159 -0.112 0.001
C 0.0448 0.4902 -4.0478 0.005 0.043 -0.040
O 1.1794 0.0046 -4.2981 -0.004 -0.019 -0.077
C -0.0938 1.9666 -3.9462 -0.032 -0.128 0.188
C -0.4246 2.8581 -4.9469 0.008 -0.030 -0.073
C -0.4205 4.2165 -4.6595 0.037 0.026 0.019
C -0.0585 4.6687 -3.3974 -0.014 0.018 0.003
C 0.2739 3.7680 -2.3953 0.025 0.008 -0.008
C 0.2409 2.4031 -2.6553 -0.004 -0.121 -0.021
P 0.5645 1.1747 -1.3286 0.009 0.309 0.009
C 2.0617 1.7617 -0.4864 0.008 -0.143 -0.005
C 3.2821 1.2814 -0.9710 -0.036 0.018 0.061
C 4.4791 1.7423 -0.4412 0.020 -0.019 0.001
C 4.4621 2.6797 0.5831 -0.016 0.037 0.040
C 3.2523 3.1498 1.0804 -0.041 -0.012 -0.006
C 2.0517 2.6950 0.5504 0.041 -0.030 0.007
C -0.8093 1.4611 -0.1688 0.079 -0.041 0.029
C -0.7073 1.0137 1.1520 -0.058 0.050 -0.002
C -1.7664 1.1731 2.0320 -0.009 -0.040 -0.034
C -2.9456 1.7704 1.5989 0.016 0.001 0.016
C -3.0570 2.2076 0.2876 -0.012 -0.017 -0.046
C -1.9955 2.0537 -0.5972 -0.020 -0.054 -0.020
H -0.6770 2.5032 -5.9377 0.008 0.008 0.028
H -0.6867 4.9266 -5.4311 0.011 -0.010 0.013
H -0.0371 5.7301 -3.1887 -0.004 -0.016 -0.014
H 0.5559 4.1336 -1.4152 -0.023 -0.002 0.002
H 3.2974 0.5705 -1.7901 0.028 -0.010 -0.066
H 5.4221 1.3855 -0.8354 -0.030 -0.002 -0.004
H 5.3939 3.0549 0.9875 -0.028 -0.023 -0.004
H 3.2405 3.8838 1.8763 0.013 -0.013 -0.023
H 1.1136 3.0676 0.9436 0.018 0.017 -0.022
H 0.2177 0.5741 1.5034 0.018 0.025 0.022
H -1.6729 0.8405 3.0585 0.000 0.027 -0.019
H -3.7704 1.9059 2.2867 0.022 -0.016 -0.016
H -3.9715 2.6776 -0.0524 0.036 -0.011 0.014
H -2.0969 2.3931 -1.6204 -0.006 0.015 0.035
F -5.9159 -3.7700 -2.7591 -0.022 -0.023 -0.067
C -5.4997 -3.4181 -1.5424 0.046 0.023 -0.002
F -6.2437 -2.3950 -1.1206 -0.043 0.045 0.020
F -5.7013 -4.4510 -0.7185 -0.026 -0.066 0.052
C -4.0286 -3.0600 -1.5675 -0.028 0.008 -0.006
C -3.5784 -1.8471 -1.0814 0.042 0.024 0.039
C -2.2208 -1.5888 -1.1260 -0.016 -0.211 -0.044
N -1.3282 -2.4625 -1.6157 -0.223 0.382 -0.068
C -1.7839 -3.6336 -2.0846 0.225 -0.009 0.049
C -3.1198 -3.9746 -2.0760 -0.033 -0.065 0.024
H -4.2623 -1.1090 -0.6868 0.012 -0.020 0.006
H -1.8388 -0.6475 -0.7597 0.014 0.035 -0.025
H -1.0433 -4.3237 -2.4728 0.007 0.023 -0.034
H -3.4445 -4.9332 -2.4575 0.018 0.016 -0.017
N 1.7913 -1.4448 1.0980 0.049 0.017 0.329
C 1.8168 -1.6948 2.3981 0.039 -0.002 -0.121
C 0.7189 -2.3752 3.0170 -0.066 -0.013 -0.058
C 0.7645 -2.6757 4.3305 -0.131 0.229 0.075
C 1.9521 -2.3589 5.0725 0.503 -1.076 0.367
C 2.9972 -1.5636 4.4930 -0.091 0.236 0.076
C 2.9401 -1.2719 3.1783 0.072 0.043 -0.041
S 2.6022 -3.8067 6.0916 -0.055 0.162 -0.523
O 1.7689 -4.9492 6.1007 0.037 0.098 0.056
O 4.0044 -3.8310 6.2708 -0.116 0.033 0.040
O 1.9086 -2.4954 6.5709 -0.174 0.363 0.049
H 2.5357 -0.9163 0.6630 -0.054 0.037 -0.097
H 0.9710 -1.6691 0.5567 0.029 -0.050 -0.066
H -0.1459 -2.6463 2.4231 0.050 0.013 -0.010
H -0.0567 -3.1789 4.8272 0.080 -0.013 0.019
H 3.8301 -1.2442 5.1082 -0.046 -0.063 0.019
H 3.7379 -0.7105 2.7070 -0.034 -0.030 -0.030
```
Positions in Å, forces in eV/Å.

## Properties
DFT total energy   -2934.3068 hartree
Energy above the lowest of the compared OMol25 structures with the same formula, charge and spin   0.0 kcal per mole
Net charge   +2
2S+1   1
LUMO   -7.7123 eV
Orbital gap   6.357 eV
HOMO energy   -14.1 eV